(1)
The following is a DFT calculation (ωB97M-V/def2-TZVPD) of a gas-phase ion, C5H9N2 (charge +1) in a non-equilibrium geometry.

Highest occupied orbital energy, eV: -14.26
ΔE to the lowest compared entry with this formula, charge and spin, kJ/mol: 127.6
Net charge: +1
Structure (SMILES): CCc1c[nH]c[nH+]1
E_LUMO, eV: -3.347

Element x y z (Å)
C  1.03  -1.76  -1.26
C  1.10  -0.24  -1.36
C  0.26  0.49  -0.36
C  -1.12  0.49  -0.41
N  -1.57  0.49  0.90
C  -0.55  0.55  1.73
N  0.55  0.53  0.98
H  0.65  -2.04  -0.26
H  2.00  -2.25  -1.28
H  0.28  -2.23  -1.88
H  0.74  0.02  -2.37
H  2.14  0.10  -1.40
H  -1.81  0.19  -1.18
H  -2.57  0.39  1.00
H  -0.41  0.47  2.80
H  1.47  0.51  1.37

***

(2)
The following is a DFT calculation (ωB97M-V/def2-TZVPD) of 2 unconnected molecules or ions with the total composition C3Cl5IN4 in a non-equilibrium geometry.

Highest occupied orbital energy (alpha / beta), eV: -10.84 / -8.82
E_LUMO (alpha / beta), eV: -1.342 / -4.560

Element x y z (Å)
C  2.20  0.77  0.48
C  -1.48  -1.55  -0.57
C  -2.17  -0.35  -1.11
N  2.91  1.81  0.98
N  2.43  1.96  2.15
N  1.58  1.07  2.41
N  1.39  0.32  1.38
Cl  -0.64  -1.49  1.00
Cl  -1.16  -2.85  -1.62
Cl  -1.04  0.91  -1.68
Cl  -3.17  0.38  0.30
Cl  -3.29  -0.87  -2.40
I  2.44  -0.11  -1.32

***

(3)
The following is a DFT calculation (ωB97M-V/def2-TZVPD) of C10H14N5O7P in the gas phase in a non-equilibrium geometry.

Highest occupied orbital energy, eV: -8.90
Structure (SMILES): Nc1ncnc2c1ncn2[C@H]1O[C@@H](COP(=O)(O)O)[C@H](O)[C@@H]1O
E_LUMO, eV: 0.635

Element x y z (Å)
N  -1.02  -4.19  -2.95
C  -1.46  -3.23  -2.12
N  -2.76  -2.92  -2.13
C  -3.20  -1.97  -1.33
N  -2.52  -1.24  -0.47
C  -1.21  -1.54  -0.46
C  -0.61  -2.53  -1.25
N  0.73  -2.59  -0.97
C  0.93  -1.70  -0.05
N  -0.21  -1.01  0.30
C  -0.31  0.05  1.27
O  0.92  0.73  1.33
C  0.70  2.09  1.68
C  1.45  2.96  0.67
O  2.78  2.53  0.54
P  3.20  1.14  -0.14
O  3.56  0.01  0.71
O  4.45  1.64  -1.00
O  2.08  0.90  -1.25
C  -0.82  2.33  1.67
O  -1.32  2.34  2.98
C  -1.35  1.12  0.88
O  -2.65  0.82  1.27
H  -0.06  -4.48  -2.90
H  -1.69  -4.70  -3.51
H  -4.27  -1.77  -1.38
H  1.87  -1.49  0.42
H  -0.56  -0.38  2.26
H  1.10  2.25  2.69
H  0.95  2.90  -0.30
H  1.49  3.99  1.01
H  5.26  1.36  -0.58
H  2.09  -0.02  -1.50
H  -1.07  3.27  1.16
H  -2.21  1.98  2.94
H  -1.28  1.31  -0.20
H  -2.94  0.05  0.72